[1]
{"formula": "CH5KP", "method": "the ωB97M-V functional and the def2-TZVPD basis", "elements": ["C", "P", "H", "H", "H", "H", "H", "K"], "coordinates": [[-0.8188, -0.1106, -0.0390], [0.6222, 0.9299, -0.7380], [-0.8717, -1.0978, -0.7014], [-0.6563, -0.4938, 1.0718], [-1.8210, 0.5070, -0.0503], [1.8004, 0.6617, 0.0624], [0.9288, 0.3286, -2.0305], [0.8163, -0.7250, 2.4250]], "forces_ev_per_angstrom": [[-0.460, -1.898, 0.274], [-0.455, 1.079, -0.295], [-0.374, 2.141, 1.543], [-1.303, 1.081, -3.188], [2.151, -1.360, -0.107], [-0.595, -0.657, -0.449], [-0.022, -0.211, 1.287], [1.058, -0.174, 0.936]], "mulliken_charge": [-0.751, 0.043, 0.316, 0.040, 0.285, -0.043, 0.112, 0.998], "mol_weight_g_mol": 87.12, "energy_ev": -26724.5698, "charge": 1}


[2]
{"formula": "C3H8O6", "method": "the ωB97M-V functional and the def2-TZVPD basis", "elements": ["C", "O", "C", "C", "O", "O", "H", "H", "H", "H", "H", "H", "H", "H", "O", "O", "O"], "coordinates": [[-4.1296, 0.5870, 4.5045], [-2.8372, 0.4293, 5.0326], [-1.9947, -0.5775, 4.5135], [-0.4850, 0.0589, 5.1492], [0.4988, -0.7097, 4.5989], [-1.9397, -0.8618, 3.2985], [-4.4345, 1.5822, 4.8196], [-4.1348, 0.5255, 3.4131], [-4.8129, -0.1562, 4.9269], [-1.9281, -1.3911, 5.2985], [-0.4134, 1.1104, 4.8271], [-0.6066, -0.0718, 6.2327], [0.0246, -1.2603, 3.9487], [-2.4856, -1.2712, 7.9407], [-2.5177, -0.2832, 7.9294], [-4.0916, -0.1781, 7.6930], [-4.5125, -1.1176, 6.9736]], "forces_ev_per_angstrom": [[0.491, -0.434, 0.153], [-0.804, 0.930, -0.502], [3.438, 1.023, 4.388], [-3.118, 0.622, -0.306], [1.798, -1.386, -0.632], [-0.246, -0.671, -2.704], [-0.289, 0.192, -0.024], [0.044, 0.023, -0.204], [-0.069, -0.008, 0.058], [-1.185, -0.575, -0.615], [0.061, 0.048, 0.191], [0.303, 0.306, -0.139], [-0.094, 0.154, -0.305], [-0.056, 0.914, -0.118], [0.446, -1.157, 0.337], [0.527, 3.239, 2.318], [-1.246, -3.220, -1.895]], "mulliken_charge": [-0.809, -0.005, 0.036, -0.472, -0.398, -0.864, 0.210, 0.319, 0.231, 0.185, 0.246, 0.104, 0.242, 0.262, -0.533, -0.047, -0.705], "mol_weight_g_mol": 140.09, "energy_ev": -15516.5612, "charge": -2}


[3]
{"formula": "C14H16ClFN3S", "method": "the ωB97M-V functional and the def2-TZVPD basis", "elements": ["F", "C", "C", "C", "C", "C", "C", "C", "N", "H", "C", "C", "C", "H", "H", "S", "C", "N", "C", "C", "C", "N", "H", "H", "H", "H", "H", "H", "H", "H", "H", "H", "Cl", "H", "H", "H"], "coordinates": [[-1.4495, -2.3096, -0.1101], [-2.3963, -1.5249, 0.0736], [-3.6725, -1.8897, -0.1762], [-4.8423, -1.1737, 0.0946], [-4.6551, -0.0374, 0.4499], [-3.4415, 0.4923, 0.8742], [-2.3759, -0.3678, 0.7378], [-0.8969, 0.2294, 0.7139], [-0.5955, 1.4446, -0.0454], [-1.2105, 2.0802, 0.3118], [-0.5932, 1.4207, -1.4033], [0.6478, 0.6470, -1.9943], [1.9989, 1.2685, -1.9107], [2.8698, 1.0262, -2.1615], [1.8166, 2.3712, -2.4602], [2.3421, 1.9171, 0.0433], [3.2018, 0.3051, 0.5671], [3.1517, -0.6291, -0.2127], [3.9337, -1.5391, 0.0929], [4.3963, -1.6242, 1.5260], [4.2408, -0.5295, 2.0930], [3.5332, 0.6404, 1.8932], [4.6832, -0.3343, 3.2404], [4.8948, -2.4859, 1.9382], [3.8465, -2.3229, -0.7570], [1.0235, -0.3482, -1.3512], [0.6354, 0.0916, -2.9424], [-1.3648, 0.7803, -1.7287], [-0.7083, 2.1644, -1.7835], [0.4646, 1.7146, 0.3735], [-0.7530, 0.5668, 1.8452], [-0.2088, -0.6167, 0.4618], [-3.1051, 2.2351, 1.4526], [-5.5371, 0.6642, 0.7848], [-5.9393, -1.5502, -0.0405], [-3.9354, -2.7763, -0.4902]], "forces_ev_per_angstrom": [[4.162, -2.630, -0.915], [-6.470, 0.488, 0.700], [-1.427, 0.338, 0.278], [-2.446, -10.572, -4.068], [-2.096, 15.597, 6.799], [1.176, 0.041, -0.247], [5.233, 5.746, -0.638], [-0.542, -1.460, 4.414], [3.492, -1.374, 4.165], [-2.139, 2.703, 1.057], [4.016, -17.200, 2.252], [2.956, -4.423, 2.345], [-7.952, 9.570, 2.764], [6.706, -3.302, -2.319], [0.976, -2.428, 1.402], [0.227, -1.656, -2.768], [-4.230, 11.984, 6.259], [-1.207, 0.368, -4.539], [1.823, -8.138, 1.872], [0.877, -6.413, -8.122], [0.622, 8.604, 12.313], [1.251, -4.795, -6.085], [-0.799, -1.444, -2.803], [0.225, 0.110, -0.143], [1.345, 0.397, 2.064], [-2.202, 1.967, -0.907], [-1.113, 0.889, -0.214], [-1.497, -0.585, -0.398], [-2.052, 15.885, -7.560], [-1.401, -0.259, -1.222], [0.315, -0.835, -2.317], [-0.359, 1.210, 0.273], [-1.076, -2.279, -0.584], [1.399, -1.300, -1.114], [2.534, 0.221, -0.008], [-0.328, -5.025, -1.984]], "mulliken_charge": [-0.274, 0.197, -0.455, -0.424, -0.280, 0.042, 0.467, -0.857, 0.338, 0.291, -1.953, -0.372, -1.003, 0.752, 0.289, -0.280, 0.629, -0.063, -0.312, -0.638, 0.120, -0.443, 0.264, 0.389, 0.356, 0.090, 0.535, 0.279, 1.669, 0.071, 0.393, 0.323, -0.226, 0.204, 0.301, 0.582], "mol_weight_g_mol": 312.82, "de_lowest_ev": 12.586, "charge": 1}


[4]
{"formula": "C2H3N2O2S", "method": "the ωB97M-V functional and the def2-TZVPD basis", "elements": ["C", "C", "N", "N", "O", "O", "S", "H", "H", "H"], "coordinates": [[-0.4480, -1.6140, 2.3927], [0.2460, 0.6576, 0.1974], [-0.2260, -1.4817, -0.4737], [-0.5846, -0.2471, -0.4742], [-1.5480, 0.2045, -1.0729], [-0.6359, -0.4912, 2.3389], [-0.0369, -3.0969, 2.5329], [1.1728, 0.1125, 0.5463], [0.2551, 1.7355, 0.0363], [-0.9757, -2.1467, -0.8352]], "forces_ev_per_angstrom": [[0.394, 0.797, -0.417], [1.238, -2.235, -0.316], [-0.205, -2.835, 0.327], [3.530, 2.405, 1.366], [-3.377, 0.675, -1.640], [-0.812, 0.553, 0.718], [0.180, -1.757, 0.301], [-1.125, 1.070, -0.300], [-0.529, -0.613, -0.347], [0.706, 1.941, 0.308]], "mulliken_charge": [0.589, -0.811, -0.938, 1.006, -0.807, -0.264, -0.423, 0.248, 0.254, 0.145], "mol_weight_g_mol": 119.12, "de_lowest_ev": 3.270, "charge": -1}


Please write out number 1 again, unchanged.
{"formula": "CH5KP", "method": "the ωB97M-V functional and the def2-TZVPD basis", "elements": ["C", "P", "H", "H", "H", "H", "H", "K"], "coordinates": [[-0.8188, -0.1106, -0.0390], [0.6222, 0.9299, -0.7380], [-0.8717, -1.0978, -0.7014], [-0.6563, -0.4938, 1.0718], [-1.8210, 0.5070, -0.0503], [1.8004, 0.6617, 0.0624], [0.9288, 0.3286, -2.0305], [0.8163, -0.7250, 2.4250]], "forces_ev_per_angstrom": [[-0.460, -1.898, 0.274], [-0.455, 1.079, -0.295], [-0.374, 2.141, 1.543], [-1.303, 1.081, -3.188], [2.151, -1.360, -0.107], [-0.595, -0.657, -0.449], [-0.022, -0.211, 1.287], [1.058, -0.174, 0.936]], "mulliken_charge": [-0.751, 0.043, 0.316, 0.040, 0.285, -0.043, 0.112, 0.998], "mol_weight_g_mol": 87.12, "energy_ev": -26724.5698, "charge": 1}